Entry from OMol25: a molecular structure, C36H49AsFIrN3S (ωB97M-V/def2-TZVPD).

Each line ends with the Löwdin spin population.
Geometry (Å):
1 Ir -0.059 -0.795 -0.305  0.444
2 C -1.646 -3.451 2.283  0.001
3 C -0.349 -2.876 2.870  0.002
4 C 0.894 -3.316 2.099  0.002
5 C -0.559 -1.395 3.194  0.020
6 C -1.347 -1.189 4.328  -0.002
7 C -1.667 0.071 4.786  0.016
8 C -1.175 1.180 4.122  0.002
9 C -0.378 1.051 2.996  0.017
10 C 0.226 2.300 2.389  0.002
11 C -0.789 3.440 2.296  0.000
12 C 1.449 2.754 3.197  0.002
13 C -0.099 -0.245 2.521  0.034
14 N 0.766 -0.350 1.349  0.178
15 C 2.154 -0.374 1.606  0.003
16 C 2.659 -0.645 2.886  0.023
17 C 4.011 -0.576 3.150  -0.003
18 C 4.905 -0.222 2.146  0.033
19 C 4.435 0.071 0.876  -0.004
20 C 3.084 -0.012 0.628  0.024
21 F 2.652 0.303 -0.614  0.003
22 H -1.526 -4.509 2.042  0.000
23 H -1.956 -2.920 1.385  0.001
24 H -2.461 -3.361 3.001  0.000
25 H -0.239 -3.348 3.851  0.000
26 H 0.963 -2.907 1.090  0.001
27 H 0.886 -4.404 2.009  0.000
28 H 1.811 -3.043 2.617  0.000
29 H -1.701 -2.058 4.870  0.000
30 H -2.279 0.189 5.670  0.001
31 H -1.397 2.168 4.504  0.000
32 H 0.560 2.061 1.380  0.000
33 H -1.057 3.818 3.283  0.000
34 H -1.703 3.130 1.788  0.000
35 H -0.351 4.278 1.757  0.000
36 H 1.170 2.949 4.234  0.000
37 H 1.849 3.680 2.781  0.000
38 H 2.245 2.009 3.197  0.000
39 H 1.969 -0.886 3.683  0.001
40 H 4.369 -0.788 4.148  -0.001
41 H 5.965 -0.165 2.352  0.002
42 H 5.099 0.367 0.075  -0.001
43 C -3.569 -5.883 -1.876  0.001
44 C -2.742 -4.679 -1.562  0.006
45 C -3.282 -3.396 -1.548  -0.001
46 C -2.499 -2.311 -1.223  0.004
47 N -1.205 -2.442 -0.888  -0.008
48 C -0.654 -3.668 -0.945  0.001
49 C -1.383 -4.788 -1.265  0.000
50 H -4.503 -5.612 -2.363  0.000
51 H -3.811 -6.412 -0.952  0.000
52 H -3.023 -6.577 -2.514  0.000
53 H -4.321 -3.229 -1.800  0.000
54 H -2.901 -1.310 -1.229  0.000
55 H 0.402 -3.743 -0.725  0.000
56 H -0.884 -5.748 -1.284  0.000
57 C -0.119 1.312 -4.655  0.001
58 As 1.260 0.100 -4.087  0.014
59 C 2.967 0.909 -3.740  0.000
60 C 1.529 -1.133 -5.530  0.009
61 S 0.576 -1.237 -2.506  0.107
62 H 0.278 1.939 -5.453  0.000
63 H -0.474 1.931 -3.835  0.000
64 H -0.932 0.698 -5.040  0.000
65 H 3.172 1.658 -4.503  0.000
66 H 3.705 0.111 -3.794  0.000
67 H 2.978 1.359 -2.753  0.000
68 H 1.988 -0.597 -6.361  0.001
69 H 0.568 -1.541 -5.836  0.000
70 H 2.186 -1.933 -5.197  0.000
71 C 1.532 3.908 -2.876  0.000
72 N 0.372 3.733 -2.021  0.000
73 C 0.344 4.803 -1.028  0.000
74 C 0.325 2.422 -1.398  0.000
75 C -1.071 1.987 -0.982  0.011
76 C -2.145 2.862 -1.135  -0.002
77 C -3.390 2.596 -0.583  0.019
78 C -3.585 1.449 0.169  0.000
79 C -2.555 0.525 0.273  0.024
80 C -1.336 0.764 -0.352  0.009
81 H 2.485 3.844 -2.325  0.000
82 H 1.486 4.888 -3.348  0.000
83 H 1.537 3.163 -3.670  0.000
84 H 0.216 5.764 -1.526  0.000
85 H 1.274 4.835 -0.440  0.000
86 H -0.489 4.664 -0.345  0.000
87 H 0.972 2.380 -0.506  0.000
88 H 0.757 1.682 -2.073  -0.001
89 H -1.980 3.778 -1.685  0.000
90 H -4.197 3.305 -0.713  0.001
91 H -4.531 1.260 0.658  0.000
92 H -2.710 -0.381 0.851  0.003

Values from the calculation:
M	842.013	g mol⁻¹
E	-4403.04156	Eh
2S+1	2
E_HOMO (alpha / beta)	-0.493 / -0.498	hartree
E_LUMO (alpha / beta)	-0.2537 / -0.2781	hartree
total charge	+2